[1]
Density functional theory data (ωB97M-V/def2-TZVPD) for C21H50N6O13P2S as an isolated structure at a distorted geometry.

Properties
Spin multiplicity = 1
Highest occupied orbital energy = -8.76 eV
LUMO level = 0.18 eV
Kohn-Sham gap = 0.329 Eh
E_tot = -3217.68220 hartree

CARTESIAN COORDINATES (ANGSTROEM)
C 3.73887 -0.15036 -0.51760
P 2.70760 -0.92524 0.83195
O 3.46347 -2.39669 1.24578
C 1.03827 -1.47089 0.18427
O 0.79960 -1.59513 -1.24806
S -0.82750 -1.96637 -1.27867
O -1.64344 -1.12819 -2.17494
O -0.95402 -3.40868 -1.51905
O -1.28056 -1.51387 0.28233
C -0.19240 -0.63897 0.65371
P -0.41062 1.10949 -0.03483
O 0.63869 1.29179 -1.34485
O 0.28025 2.09999 1.15937
H 3.95823 0.89241 -0.19905
H 3.31095 -0.21193 -1.52437
H 4.71338 -0.66877 -0.48478
H 3.50524 -2.90517 0.42855
H 0.87446 -2.47223 0.63301
H -0.00579 -0.45742 1.72391
H 0.93654 2.20130 -1.36705
H 1.22237 1.89452 1.16931
C 1.01331 -3.91648 4.88069
O 0.29905 -3.42930 4.02794
N 2.14803 -4.60665 4.63360
C 2.96160 -5.16156 5.69616
C 2.55663 -4.79125 3.25285
H 0.78471 -3.82799 5.95468
H 3.96476 -4.73188 5.65001
H 3.02906 -6.24513 5.57640
H 2.52576 -4.93952 6.66878
H 2.69859 -3.81642 2.78785
H 1.77003 -5.32329 2.71278
H 3.48270 -5.35996 3.20356
C -6.39032 1.29944 -0.95246
O -6.02200 2.13563 -0.15296
N -5.57617 0.45977 -1.63176
C -6.08799 -0.51365 -2.57574
C -4.14227 0.53688 -1.40824
H -7.45598 1.15697 -1.19426
H -5.80464 -1.51793 -2.25179
H -5.66203 -0.31874 -3.56205
H -7.17281 -0.45384 -2.64116
H -3.92720 0.34758 -0.35506
H -3.79187 1.54023 -1.65954
H -3.62312 -0.19543 -2.01916
C 4.06828 3.96568 -1.32433
O 4.43342 2.86638 -0.94831
N 3.37766 4.85338 -0.57980
C 2.97836 6.14716 -1.09981
C 3.02518 4.50525 0.78432
H 4.28712 4.33290 -2.33902
H 3.41984 6.93674 -0.48919
H 1.89059 6.23368 -1.06597
H 3.31196 6.26619 -2.12947
H 3.93398 4.30279 1.35375
H 2.41332 3.60455 0.77725
H 2.47675 5.31395 1.25167
C -6.19648 1.77169 -6.51874
O -7.01336 1.09694 -5.92711
N -5.49271 2.79358 -5.97856
C -4.53384 3.55768 -6.75003
C -5.70834 3.13230 -4.58292
H -5.95893 1.59933 -7.58068
H -3.54574 3.47210 -6.29226
H -4.83251 4.60830 -6.76639
H -4.48321 3.18821 -7.77281
H -5.47753 2.26604 -3.95982
H -6.75719 3.39472 -4.43556
H -5.07774 3.96960 -4.29344
C 0.88279 -8.24616 -2.26972
O 1.62510 -9.12178 -1.87543
N 0.30036 -7.31421 -1.48388
C -0.57871 -6.28843 -2.01766
C 0.56548 -7.34252 -0.05804
H 0.61921 -8.13947 -3.33405
H -0.16572 -5.30722 -1.79177
H -1.56322 -6.38063 -1.55353
H -0.68282 -6.39264 -3.09666
H 1.63769 -7.23231 0.11713
H 0.24623 -8.30107 0.35482
H 0.02969 -6.53543 0.43730
C 3.35218 5.56709 4.01067
O 2.58195 6.14416 3.26990
N 2.98306 4.79302 5.05249
C 3.95385 4.12915 5.89977
C 1.56623 4.62321 5.32834
H 4.44468 5.63163 3.88403
H 3.79538 3.04941 5.85928
H 3.83365 4.47173 6.92968
H 4.96703 4.35089 5.56899
H 1.07427 4.18221 4.45983
H 1.11298 5.59615 5.52384
H 1.42835 3.97699 6.19187

[2]
Density functional theory data (ωB97M-V/def2-TZVPD) for C4H6AgClF3O2 as an isolated structure at a distorted geometry.

Properties
Spin multiplicity = 1
Net charge = -1
Highest occupied orbital energy = -4.80 eV
LUMO level = -0.71 eV
Energy above the lowest of the compared OMol25 structures with the same formula, charge and spin = 104.5 kcal/mol
Kohn-Sham gap = 0.150 Eh
E_tot = -1213.17958 hartree

CARTESIAN COORDINATES (ANGSTROEM)
Ag -0.05159 2.55798 -3.76557
C 0.06510 -1.38308 -0.82005
O -0.24307 -0.16451 -0.13007
O -0.00316 -1.17217 -2.18709
C 1.41742 -1.96304 -0.28701
F 1.31373 -2.62880 0.89152
F 1.93126 -2.92151 -1.07243
F 2.43251 -1.12899 -0.16998
C -0.04072 -0.04954 1.27599
C -0.65599 1.34479 1.57579
H -0.45163 2.11984 0.83712
H -1.74544 1.31486 1.55819
H -0.37124 1.77199 2.53731
H 1.00330 -0.13860 1.57630
H -0.52705 -0.89554 1.76166
H -0.63830 -2.14878 -0.49291
Cl -3.43513 5.48511 -3.08877

[3]
Density functional theory data (ωB97M-V/def2-TZVPD) for a 6-piece molecular cluster, H12O6 overall.

Properties
Spin multiplicity = 1
Highest occupied orbital energy = -11.05 eV
LUMO level = -0.26 eV
Energy above the lowest of the compared OMol25 structures with the same formula, charge and spin = 30.0 kcal/mol
Kohn-Sham gap = 0.396 Eh
SMILES = O.O.O.O.O.O
E_tot = -458.62459 hartree

CARTESIAN COORDINATES (ANGSTROEM)
O -2.38951 -0.86658 0.55523
H -2.42911 0.06581 0.78895
H -2.22005 -1.33450 1.38033
O 0.81550 0.94980 1.90001
H 1.37785 1.71645 2.05901
H -0.06807 1.25220 2.12960
O 3.71607 -0.31618 0.39649
H 4.09872 -0.31753 -0.48545
H 2.85179 0.08607 0.27891
O 0.29894 -0.47806 -0.59048
H 0.55864 0.09840 0.14368
H -0.64621 -0.63713 -0.46228
O -3.51867 -2.66133 -1.49900
H -4.41157 -2.32383 -1.60627
H -3.10078 -2.06009 -0.86946
O 2.00377 2.35316 -1.15177
H 1.55004 2.94814 -1.75500
H 1.51266 1.52521 -1.21250

[4]
Density functional theory data (ωB97M-V/def2-TZVPD) for an isolated ion of composition C24H24F2N and charge +1 at a distorted geometry.

Properties
Spin multiplicity = 1
Net charge = +1
Highest occupied orbital energy = -11.69 eV
LUMO level = -4.63 eV
Energy above the lowest of the compared OMol25 structures with the same formula, charge and spin = 0.0 kcal/mol
Kohn-Sham gap = 0.259 Eh
SMILES = CC(C)=[N+](c1ccccc1)C(c1ccc(C)c(F)c1)c1ccc(C)c(F)c1
E_tot = -1183.15345 hartree

CARTESIAN COORDINATES (ANGSTROEM)
C -1.40859 -2.84741 -1.44259
C -1.08498 -2.37305 -0.08855
C -1.51649 -3.20482 1.06785
N -0.21359 -1.37211 0.13852
C 0.86560 -1.76041 1.03281
C 1.73184 -2.76456 0.57446
C 2.69533 -3.27716 1.43673
C 2.65006 -2.91701 2.78829
C 1.75240 -1.94841 3.24829
C 0.87843 -1.32372 2.35485
C -0.20410 -0.20297 -0.69067
C 1.05859 0.68610 -0.69216
C 2.35745 0.21568 -0.47583
C 3.45876 1.07077 -0.47725
C 3.33251 2.40743 -0.86041
C 4.45072 3.37506 -0.97849
C 2.05356 2.83501 -1.18178
F 1.88792 4.14878 -1.54147
C 0.94076 2.01650 -1.13692
C -1.49537 0.58696 -0.46756
C -2.66403 0.14353 -1.08220
C -3.82467 0.89939 -1.02917
C -3.81745 2.16314 -0.42846
C -4.94589 3.11234 -0.59616
C -2.67478 2.53050 0.28392
F -2.65902 3.74270 0.92446
C -1.54710 1.72354 0.35912
H -2.48860 -3.02250 -1.56412
H -1.06282 -2.17587 -2.23300
H -0.94216 -3.82872 -1.64873
H -2.48347 -3.66736 0.82624
H -0.81835 -4.02789 1.28731
H -1.61343 -2.63972 2.00432
H 1.63969 -3.11028 -0.46450
H 3.45464 -3.96715 1.03844
H 3.34213 -3.37781 3.49229
H 1.69722 -1.67478 4.30059
H 0.15035 -0.56212 2.65456
H -0.29265 -0.53117 -1.73679
H 2.54139 -0.83758 -0.27994
H 4.42891 0.67658 -0.17038
H 5.40482 2.89734 -0.75133
H 4.50005 3.78832 -1.99464
H 4.32555 4.21855 -0.28941
H -0.02200 2.43407 -1.43310
H -2.65364 -0.80703 -1.62105
H -4.72747 0.48408 -1.48402
H -5.82681 2.56672 -0.94511
H -5.18845 3.60647 0.34738
H -4.73484 3.89125 -1.34293
H -0.68793 2.00083 0.96832

[5]
Density functional theory data (ωB97M-V/def2-TZVPD) for a 3-piece molecular cluster, C16H38NO overall.

Properties
Spin multiplicity = 1
Net charge = -1
Highest occupied orbital energy = -0.98 eV
LUMO level = 2.49 eV
Energy above the lowest of the compared OMol25 structures with the same formula, charge and spin = 0.0 kcal/mol
Kohn-Sham gap = 0.127 Eh
E_tot = -762.32321 hartree

CARTESIAN COORDINATES (ANGSTROEM)
C -1.29295 1.24469 2.65640
C -2.35522 1.32483 1.56602
C -3.46045 2.33675 1.85905
C -4.52328 1.78553 2.81298
O -4.94379 0.55623 2.38188
N -5.67023 -0.09059 3.54748
H -1.72210 0.96692 3.62118
H -0.54830 0.48455 2.39879
H -0.76189 2.19617 2.76624
H -2.82857 0.34649 1.44931
H -1.85170 1.56927 0.62434
H -3.01159 3.22528 2.32519
H -3.93122 2.67087 0.92873
H -4.11235 1.69244 3.83537
H -5.35776 2.51151 2.87992
H -6.04495 -0.88901 3.02549
C 2.75335 -4.60996 -0.14404
C 3.62853 -3.48570 0.39932
C 3.22123 -3.01604 1.79540
C 1.79605 -2.46776 1.89619
C 1.48417 -1.31761 0.94142
C 2.35859 -0.08788 1.15434
H 1.71481 -4.29379 -0.25018
H 3.09743 -4.94182 -1.12484
H 2.76862 -5.47286 0.52617
H 3.60627 -2.64074 -0.29498
H 4.66917 -3.82098 0.43225
H 3.93075 -2.25523 2.13275
H 3.32258 -3.85335 2.49410
H 1.62510 -2.12938 2.92275
H 1.07816 -3.27418 1.72618
H 0.43693 -1.03569 1.07080
H 1.57599 -1.65528 -0.09580
H 2.25523 0.29166 2.17332
H 2.06768 0.71438 0.47367
H 3.41504 -0.30307 0.97978
C -2.10537 0.38302 -2.62847
C -0.77510 0.52995 -1.89986
C -0.22877 1.95589 -1.90062
C 0.08075 2.52596 -3.28619
C 1.05212 1.68799 -4.11688
C 2.41558 1.50603 -3.45823
H -2.01876 0.63527 -3.68797
H -2.47925 -0.63903 -2.56099
H -2.85951 1.03713 -2.18578
H -0.03645 -0.15401 -2.33126
H -0.90414 0.21765 -0.86157
H 0.67290 1.99065 -1.28172
H -0.95332 2.60949 -1.40547
H 0.49636 3.53211 -3.16422
H -0.84933 2.65031 -3.84737
H 1.18212 2.16486 -5.09267
H 0.61312 0.70647 -4.31711
H 2.88202 2.47349 -3.25616
H 3.09209 0.93484 -4.09613
H 2.33360 0.97524 -2.50830

What is the E_tot in the fourth record? -1183.15345 hartree

What is the highest occupied orbital energy in the fourth record? -11.69 eV